Record 1
Density functional theory data (the ωB97M-V functional and the def2-TZVPD basis) for one molecule with the formula C5H11NO in a non-equilibrium geometry.

The value obtained for the LUMO energy is 0.96 eV. The molecular weight comes out at 101.15 g mol⁻¹. The structure (SMILES) is CC[C@@H](C)NC=O. The value obtained for the energy is -327.09988 Eh. The HOMO energy comes out at -9.70 eV. The charge is 0. The value obtained for the energy relative to the best compared isomer or geometry (same formula, charge and spin) is 82.6 kJ/mol.

Atoms and positions in Å:
C (-0.4964, 1.8312, -0.1280)
C (0.5635, 0.8042, -0.6857)
C (0.3470, -0.7031, -0.2470)
C (1.7037, -1.3983, -0.0046)
N (-0.4551, -0.8386, 0.9587)
C (-1.8196, -0.7269, 0.8135)
O (-2.3745, -0.7642, -0.2701)
H (-1.2591, 2.1603, -0.8523)
H (-1.0562, 1.3636, 0.6784)
H (-0.0461, 2.7614, 0.2626)
H (0.5584, 0.8558, -1.7906)
H (1.5735, 1.1926, -0.4120)
H (-0.2556, -1.2408, -0.9948)
H (2.2595, -1.2415, -0.9274)
H (2.2260, -0.8640, 0.8014)
H (1.7540, -2.4827, 0.2462)
H (0.0812, -0.6263, 1.7966)
H (-2.4100, -0.6619, 1.7440)



Record 2
Density functional theory data (the ωB97M-V functional and the def2-TZVPD basis) for a 2-piece molecular cluster, C2H5NO4 overall.

The value obtained for the LUMO energy is 0.61 eV. The molecular weight comes out at 107.06 g mol⁻¹. The structure (SMILES) is NC(=O)C(=O)O.O. The value obtained for the energy is -434.95857 Eh. The HOMO energy comes out at -10.33 eV. The charge is 0. The value obtained for the energy relative to the best compared isomer or geometry (same formula, charge and spin) is 93.3 kJ/mol.

Atoms and positions in Å:
C (-0.1098, 0.6614, -0.4336)
C (0.8267, -0.4449, 0.0879)
N (2.1206, -0.0879, 0.1025)
O (-0.4742, 0.7473, -1.5731)
O (-2.2868, -0.7049, 0.3132)
O (-0.4039, 1.5246, 0.5290)
O (0.4159, -1.5314, 0.4305)
H (-1.0931, 2.1463, 0.2409)
H (-2.6900, -1.0956, -0.4648)
H (-1.5429, -1.2773, 0.5468)
H (2.4300, 0.8205, -0.1943)
H (2.8075, -0.7579, 0.4149)



Record 3
Density functional theory data (the ωB97M-V functional and the def2-TZVPD basis) for C3H7NOS as an isolated structure in a non-equilibrium geometry.

The value obtained for the LUMO energy is 0.19 eV. The molecular weight comes out at 105.16 g mol⁻¹. The value obtained for the energy is -646.53864 Eh. The HOMO energy comes out at -9.17 eV. The charge is 0. The value obtained for the energy relative to the best compared isomer or geometry (same formula, charge and spin) is 455.1 kJ/mol.

Atoms and positions in Å:
C (1.3326, 1.9226, 1.1390)
C (1.0159, 0.4605, 0.8363)
C (0.2448, 0.1036, -0.3336)
H (0.2907, 2.4928, 1.1397)
H (1.8231, 1.9168, 2.2772)
H (2.1206, 2.6180, 0.5086)
H (0.7605, -0.1077, 1.7327)
H (2.3609, -0.8448, 0.4020)
H (1.0134, -0.3739, -1.3964)
H (-2.9831, -1.4019, -0.2066)
N (-0.9202, -0.4100, 0.0487)
O (2.3495, 0.0279, 0.5446)
S (-2.0812, -1.0358, -1.1878)



Record 4
Density functional theory data (the ωB97M-V functional and the def2-TZVPD basis) for a 2-piece molecular cluster, C3H3ClS overall in a non-equilibrium geometry.

The value obtained for the LUMO energy is -0.81 eV. The molecular weight comes out at 106.58 g mol⁻¹. The value obtained for the energy is -974.30716 Eh. The HOMO energy comes out at -9.94 eV. The charge is 0. The value obtained for the energy relative to the best compared isomer or geometry (same formula, charge and spin) is 358.4 kJ/mol.

Atoms and positions in Å:
C (1.4169, -0.9344, 1.8833)
C (0.2958, -0.8443, 1.5511)
C (-1.1840, -0.0942, -1.7510)
S (-1.5136, 1.3194, -2.2849)
Cl (-0.4175, 3.1429, -1.7681)
H (2.4231, -1.2953, 2.2760)
H (-0.5771, -0.7887, 1.0394)
H (-0.4437, -0.5054, -0.9459)



Record 5
Density functional theory data (the ωB97M-V functional and the def2-TZVPD basis) for a 2-piece molecular cluster, C12H8N2O4S2 overall in a non-equilibrium geometry.

The value obtained for the LUMO energy is 2.05 eV. The molecular weight comes out at 308.34 g mol⁻¹. The value obtained for the energy is -1668.28088 Eh. The HOMO energy comes out at 0.34 eV. The charge is -2.

Atoms and positions in Å:
C (0.6980, -2.8889, 1.1946)
C (-0.0700, -1.5786, 1.8855)
C (0.1106, -0.1081, 1.1180)
C (1.0104, 0.0568, -0.2818)
C (1.0456, 1.5600, -0.9347)
C (2.2774, 2.6383, -0.8512)
C (2.1176, 4.1124, -1.6244)
C (0.7344, 4.5414, -2.4604)
C (-0.5128, 3.4793, -2.5254)
N (-1.8840, 3.5435, -3.1616)
S (-2.6161, 1.9709, -2.7698)
N (-1.4385, 1.0046, -1.8457)
C (-0.2980, 2.0332, -1.7826)
C (1.7696, -1.2739, -0.9505)
C (1.6068, -2.7393, -0.1965)
H (0.5992, -3.9721, 1.6843)
H (-0.7352, -1.7130, 2.8668)
H (-0.4431, 0.8323, 1.5835)
H (3.2538, 2.3669, -0.2413)
H (2.9653, 4.9378, -1.6164)
H (0.6547, 5.5839, -2.9877)
H (2.3906, -1.1710, -1.9636)
H (2.1107, -3.7390, -0.5883)
O (-2.3780, -4.9198, 2.4860)
S (-3.0695, -3.8954, 3.2899)
O (-3.5040, -2.7932, 2.4127)
O (-2.1497, -3.3729, 4.3166)
O (-4.2462, -4.4961, 3.9439)



Record 6
Density functional theory data (the ωB97M-V functional and the def2-TZVPD basis) for a 3-piece molecular cluster, C17H38FN3O3P overall in a non-equilibrium geometry.

The value obtained for the LUMO energy is -2.75 eV. The molecular weight comes out at 382.48 g mol⁻¹. The value obtained for the energy is -1501.53023 Eh. The HOMO energy comes out at -12.22 eV. The charge is +1.

Atoms and positions in Å:
C (3.7265, 3.1734, -0.3849)
C (2.3200, 2.9144, 0.1975)
P (1.5964, 1.3109, -0.3176)
C (1.9895, 1.1273, -2.1015)
C (1.0448, 0.1425, -2.8070)
N (-0.1304, 1.5197, -0.1838)
C (-0.7690, 0.4191, 0.2504)
N (-0.3337, -0.4144, 1.1788)
N (-2.0105, 0.2266, -0.3139)
C (-2.1998, 1.3341, -1.2779)
C (-1.1782, 2.3869, -0.8302)
C (-1.7447, 3.3151, 0.2995)
C (-3.2276, 3.1699, 0.5805)
O (-4.0314, 4.0368, 0.3678)
C (-0.6273, 3.2281, -1.9690)
C (-1.6880, 4.1057, -2.6169)
F (-1.1439, 4.6242, -3.7742)
H (3.9706, 2.5460, -1.2381)
H (3.8192, 4.2090, -0.7004)
H (4.4911, 2.9982, 0.3680)
H (2.3837, 2.8559, 1.2842)
H (1.6590, 3.7555, -0.0157)
H (2.0309, 2.0825, -2.6280)
H (3.0025, 0.7264, -2.1003)
H (0.2749, 0.6592, -3.3747)
H (1.5957, -0.4643, -3.5224)
H (0.5755, -0.5563, -2.1081)
H (0.6614, -0.4883, 1.4216)
H (-1.0041, -0.9921, 1.6615)
H (-1.9949, -0.6776, -0.7771)
H (-1.9917, 0.9766, -2.2890)
H (-3.2184, 1.7125, -1.2797)
H (-1.2228, 3.0794, 1.2299)
H (-1.5377, 4.3607, 0.0752)
H (-3.5448, 2.1973, 1.0153)
H (-0.2729, 2.5700, -2.7606)
H (0.1999, 3.8433, -1.6151)
H (-2.0004, 4.9402, -1.9905)
H (-2.5703, 3.5258, -2.8981)
C (-2.9484, -3.5516, -0.7523)
C (-1.8250, -4.0819, 0.1215)
C (-2.1032, -3.8655, 1.5998)
O (-0.5740, -3.4904, -0.2499)
H (-3.0697, -2.4725, -0.5957)
H (-2.7297, -3.7234, -1.8059)
H (-3.8984, -4.0287, -0.5126)
H (-1.6879, -5.1469, -0.0687)
H (-2.2055, -2.7943, 1.8118)
H (-1.2880, -4.2565, 2.2086)
H (-3.0290, -4.3517, 1.9062)
H (-0.6387, -2.5415, -0.0960)
C (1.8323, -3.3583, 3.8249)
C (2.0057, -2.8176, 2.4176)
C (3.2312, -3.3905, 1.7303)
O (2.0627, -1.3796, 2.4222)
H (2.6984, -3.1012, 4.4403)
H (0.9459, -2.9351, 4.2989)
H (1.7356, -4.4438, 3.8144)
H (1.1192, -3.0515, 1.8220)
H (4.1345, -3.1318, 2.2897)
H (3.3297, -2.9899, 0.7213)
H (3.1706, -4.4766, 1.6670)
H (2.8327, -1.0994, 2.9293)